Entry 1:
{"formula": "C21H29FeN4O4S", "method": "wB97M-V/def2-TZVPD", "elements": ["Fe", "C", "C", "C", "C", "C", "C", "H", "H", "H", "H", "H", "H", "N", "C", "C", "C", "O", "O", "H", "H", "H", "H", "H", "H", "O", "C", "O", "C", "N", "C", "C", "C", "H", "H", "H", "H", "H", "H", "H", "H", "H", "N", "C", "S", "N", "C", "C", "C", "C", "C", "C", "H", "H", "H", "H", "H", "H", "H", "H"], "positions_angstrom": [[-0.447625, -0.488481, 0.181024], [-0.496625, -3.155450, 3.081093], [-0.865512, -3.381708, 1.767482], [0.039665, -3.125476, 0.730401], [1.319266, -2.649961, 1.031413], [1.690329, -2.446545, 2.357336], [0.785991, -2.697772, 3.375299], [-1.188743, -3.373690, 3.883771], [-1.826024, -3.832666, 1.542859], [-0.197110, -3.436841, -0.281435], [2.041547, -2.507710, 0.237680], [2.697077, -2.122743, 2.588243], [1.080360, -2.562679, 4.408042], [-2.521417, -0.850423, 0.523671], [-3.183942, 0.215988, 1.339590], [-3.063191, 1.604561, 0.710026], [-1.615347, 1.991096, 0.524961], [-1.052569, 2.872821, 1.141462], [-0.983263, 1.231714, -0.361376], [-2.990470, -0.925246, -0.377802], [-2.645390, -1.743179, 0.994015], [-2.717926, 0.199533, 2.322763], [-4.237920, -0.032663, 1.458377], [-3.551932, 2.331073, 1.356134], [-3.557479, 1.618598, -0.263778], [1.484319, 0.733550, 0.907112], [0.791955, 0.786572, 1.942134], [-0.206578, 0.020321, 2.109706], [1.078700, 1.822636, 3.005625], [1.549064, 3.084828, 2.318098], [2.694486, 3.671452, 3.125125], [2.678226, 2.873720, 4.422118], [2.214715, 1.487771, 3.971360], [0.156072, 2.055014, 3.531596], [0.755266, 3.715450, 2.193453], [1.847860, 2.818917, 1.375559], [2.544198, 4.740879, 3.237439], [3.606186, 3.495682, 2.558634], [1.963940, 3.301243, 5.127435], [3.656188, 2.865402, 4.896938], [1.867074, 0.861056, 4.788993], [3.014174, 0.963847, 3.442257], [1.416499, 1.096349, -2.232923], [0.718239, 0.121582, -2.807798], [0.322221, -1.294013, -1.868549], [0.467851, 0.203854, -4.100279], [-0.263941, -0.624384, -5.017759], [-1.304517, -1.464225, -4.654711], [-1.948536, -2.196690, -5.642678], [-1.571727, -2.088390, -6.971413], [-0.540194, -1.230335, -7.324361], [0.113705, -0.498203, -6.349408], [1.617603, 1.051518, -1.245504], [1.633363, 1.949480, -2.724262], [0.922063, 0.975081, -4.574539], [-1.631027, -1.549840, -3.630875], [-2.760988, -2.853789, -5.363576], [-2.083486, -2.663770, -7.730052], [-0.239662, -1.130146, -8.358007], [0.924918, 0.165408, -6.628119]], "atomic_forces_ev_per_a": [[0.007, 0.126, -0.130], [0.001, 0.004, 0.061], [0.049, -0.062, -0.067], [0.011, 0.009, 0.094], [0.036, -0.037, -0.014], [-0.009, -0.001, -0.022], [-0.033, 0.003, -0.007], [0.008, -0.006, -0.004], [-0.013, 0.031, 0.010], [-0.043, 0.042, -0.007], [-0.003, 0.010, 0.014], [-0.001, 0.000, -0.003], [0.001, -0.001, -0.003], [0.043, -0.024, -0.006], [-0.005, -0.019, -0.024], [0.014, -0.005, 0.053], [0.015, 0.070, -0.113], [0.016, -0.050, 0.026], [0.067, -0.060, 0.063], [-0.002, -0.013, 0.007], [-0.041, -0.003, -0.007], [0.010, 0.002, 0.010], [-0.010, 0.008, 0.009], [-0.012, -0.027, 0.002], [0.013, 0.020, -0.007], [0.000, 0.031, -0.013], [-0.008, 0.030, -0.026], [-0.032, -0.033, 0.048], [0.050, 0.009, 0.020], [-0.011, -0.059, -0.011], [0.010, -0.019, 0.012], [-0.035, -0.008, -0.004], [-0.004, 0.034, -0.016], [0.007, 0.005, 0.012], [-0.025, -0.006, -0.034], [0.006, 0.010, 0.015], [-0.022, -0.002, 0.007], [-0.003, 0.015, -0.006], [0.015, 0.006, 0.007], [0.004, -0.008, -0.005], [-0.003, -0.003, -0.002], [0.002, -0.003, 0.007], [-0.044, 0.026, 0.020], [0.083, -0.142, 0.069], [-0.045, 0.028, -0.008], [-0.048, 0.144, -0.045], [0.084, -0.083, -0.037], [-0.066, 0.036, -0.002], [-0.016, -0.015, 0.033], [0.013, 0.009, -0.006], [-0.009, -0.004, 0.001], [0.033, -0.039, -0.003], [-0.009, -0.028, 0.015], [-0.010, 0.002, -0.007], [-0.042, 0.030, 0.019], [0.013, 0.029, -0.001], [-0.001, 0.000, -0.007], [-0.001, -0.001, 0.000], [-0.004, -0.002, 0.000], [-0.003, -0.004, 0.014]], "mulliken_charge": [0.938, -0.536, -0.745, -0.882, -0.235, -0.533, -0.466, 0.488, 0.779, 0.747, 0.580, 0.504, 0.469, -0.422, -0.640, -0.665, 0.574, -0.638, -0.624, 0.311, 0.230, 0.322, 0.511, 0.384, 0.311, -0.946, 1.516, -0.614, -0.396, 0.058, -0.610, -0.632, -0.747, 0.320, 0.444, 0.275, 0.375, 0.313, 0.334, 0.423, 0.395, 0.335, -0.273, 0.896, -0.700, -0.121, 0.835, -0.193, -0.757, -0.529, -0.620, -0.589, 0.102, 0.233, 0.236, 0.366, 0.381, 0.407, 0.387, 0.336], "e_tot_ha": -2999.1023, "s_squared": 8.76, "spin_multiplicity": 6, "total_charge": 2, "lumo_ev": [-4.845, -7.464], "orbital_gap_ev": [8.95, 6.32]}

=====

Entry 2:
{"formula": "C2H2CsLiO2", "method": "wB97M-V/def2-TZVPD", "elements": ["H", "O", "C", "C", "O", "Cs", "H", "Li"], "positions_angstrom": [[3.139795, 5.586741, -1.434314], [3.249842, 0.691668, 1.703698], [3.464446, 1.830359, 1.454025], [3.719574, 3.061159, 1.032616], [3.047676, 4.155662, 1.360745], [2.939464, -3.137476, 2.714812], [4.577804, 3.106254, 0.342811], [1.977209, 4.986353, 2.467766]], "atomic_forces_ev_per_a": [[0.000, 0.014, -0.024], [-0.164, -0.432, 0.336], [0.385, 0.441, -0.582], [0.031, -0.462, -0.042], [-0.722, 0.496, 0.884], [0.039, 0.268, -0.090], [-0.232, 0.018, 0.258], [0.663, -0.342, -0.739]], "mulliken_charge": [0.014, -0.511, 0.540, -0.298, -0.851, 1.001, 0.224, 0.881], "e_tot_ha": -255.2272, "s_squared": 0.75, "spin_multiplicity": 2, "total_charge": 1, "lumo_ev": [-3.682, -3.682], "orbital_gap_ev": [5.36, 5.35]}

=====

Entry 3:
{"formula": "C3H10FN2S", "method": "wB97M-V/def2-TZVPD", "elements": ["C", "C", "C", "N", "N", "F", "S", "H", "H", "H", "H", "H", "H", "H", "H", "H", "H"], "positions_angstrom": [[-2.037974, 0.126460, -0.295154], [-1.051289, -1.637507, 0.817417], [0.153934, 0.295226, -0.053546], [2.716730, 2.068941, 0.312018], [-0.844782, -0.709900, -0.368555], [1.206840, -1.209620, -1.832675], [1.559595, 0.161029, -0.792702], [-2.878503, -0.279656, -1.002494], [-2.404275, 0.391905, 0.653794], [-1.849820, 1.053990, -0.858146], [-0.433080, -2.541178, 0.782339], [-0.557172, -1.241941, 1.717367], [-2.097405, -1.915317, 0.863336], [3.308138, 1.410216, 0.819913], [3.237751, 2.324257, -0.508435], [2.517795, 2.858966, 0.903268], [-0.546475, -1.155878, -1.157752]], "atomic_forces_ev_per_a": [[-3.177, 0.992, -5.780], [1.981, -1.506, 0.534], [1.778, 0.061, 0.900], [0.013, -1.339, 0.087], [-0.624, 2.037, 5.474], [0.453, 0.726, 0.563], [-0.856, -0.850, -0.905], [1.318, 0.006, 1.754], [0.115, -0.255, 1.327], [0.214, -0.096, 0.469], [-0.238, -0.085, -1.057], [-1.098, 0.844, -0.210], [0.042, 0.229, 0.256], [-0.077, 0.404, 0.127], [0.185, 0.553, -0.199], [-0.080, 0.260, 0.007], [0.052, -1.980, -3.348]], "mulliken_charge": [-0.816, -0.894, -0.214, -0.724, 0.185, -0.409, 0.416, 0.369, 0.354, 0.395, 0.374, 0.358, 0.399, 0.310, 0.293, 0.235, 0.371], "e_tot_ha": -727.4696, "total_charge": 1, "lumo_ev": -4.640, "orbital_gap_ev": 9.34}

=====

Entry 4:
{"formula": "C5H8O", "method": "wB97M-V/def2-TZVPD", "elements": ["C", "C", "C", "C", "C", "O", "H", "H", "H", "H", "H", "H", "H", "H"], "positions_angstrom": [[-0.449674, 1.472017, 0.239960], [0.286624, 0.373537, 0.090423], [1.783190, 0.407404, 0.278623], [-0.285782, -0.974078, -0.302313], [-1.795925, -1.105050, -0.345391], [-2.562423, -0.622094, 0.452510], [-1.528669, 1.472462, 0.130152], [0.020700, 2.420687, 0.487414], [2.107822, -0.289647, 1.062520], [2.114493, 1.409742, 0.566940], [2.314664, 0.125640, -0.639376], [0.061046, -1.738137, 0.412157], [0.117544, -1.288435, -1.275722], [-2.193126, -1.736921, -1.168081]], "atomic_forces_ev_per_a": [[0.011, -0.060, -0.073], [-0.057, 0.237, 0.041], [0.075, -0.008, 0.020], [-0.012, 0.037, 0.029], [-0.244, 0.065, 0.245], [0.370, -0.206, -0.331], [0.189, -0.011, 0.034], [-0.028, -0.163, -0.008], [-0.112, 0.057, -0.128], [-0.067, -0.162, -0.071], [-0.111, 0.004, 0.106], [-0.036, 0.083, -0.066], [-0.044, 0.091, 0.153], [0.067, 0.037, 0.048]], "mulliken_charge": [-0.949, 0.825, -1.272, -0.383, -0.138, -0.468, 0.259, 0.252, 0.295, 0.344, 0.297, 0.300, 0.317, 0.324], "e_tot_ha": -270.5178, "smiles": "C=C(C)CC=O", "total_charge": 0, "lumo_ev": 0.936, "orbital_gap_ev": 10.40}

=====

Entry 5:
{"formula": "C4H5NO2", "method": "wB97M-V/def2-TZVPD", "elements": ["O", "C", "C", "C", "N", "O", "C", "H", "H", "H", "H", "H"], "positions_angstrom": [[1.153892, 0.583938, -0.944214], [0.742261, 0.520500, 0.359407], [-0.119724, -0.710029, 0.827143], [-0.565868, -1.095478, -0.658323], [-1.468598, -0.244137, -1.308560], [-1.485086, 0.988803, -0.689239], [-0.676301, 0.714620, 0.542884], [2.190852, 0.148427, -1.155818], [1.508438, 1.032088, 0.921803], [-0.236911, -1.396713, 1.801995], [-0.293350, -2.105129, -1.071018], [-0.749605, 1.563112, 1.373939]], "atomic_forces_ev_per_a": [[4.937, -1.906, -2.627], [2.046, -0.821, 0.258], [-1.424, 1.125, -2.416], [-3.907, 0.614, -0.625], [4.228, -3.610, 1.485], [1.097, -2.368, 3.019], [-0.556, 4.199, 2.505], [-4.632, 1.845, 1.409], [-0.499, -0.022, 1.174], [0.407, 1.757, -2.569], [-0.822, 1.311, 0.148], [-0.874, -2.123, -1.760]], "mulliken_charge": [-0.548, -0.150, -0.225, -0.081, -0.364, -0.206, -0.155, 0.347, 0.388, 0.300, 0.358, 0.335], "e_tot_ha": -360.4285, "smiles": "O[C@@H]1[C@@H]2C=NO[C@H]12", "total_charge": 0, "lumo_ev": 0.387, "orbital_gap_ev": 9.36}

=====

The calculation returns the following relative energy (zero: lowest compared OMol25 entry of this formula, charge and spin) values, one per record and in order: 9.2, 399.0, 333.6, 105.4, 632.6 kJ/mol.